149
Properties=species:S:1:pos:R:3:forces:R:3 method="wB97M-V/def2-TZVPD" homo_lumo_gap_ev=6.47 charge=0 homo_ev=-8.291 energy_ev=-116668.149 e_lumo_ev=-1.83 smiles="CCCCCCCCCCCCCB(CCCCNC(C)=O)P(O)I.O=C1C=CC(=O)C=C1.O=C1C=CC(=O)C=C1.O=C1C=CC(=O)C=C1.O=C1C=CC(=O)C=C1.O=C1C=CC(=O)C=C1.O=C1C=CC(=O)C=C1.O=C1C=CC(=O)C=C1"
C 6.8720 1.2993 -0.2527 -0.05 -0.04 0.07
C 5.9010 0.2380 -0.7442 0.31 -0.07 0.28
C 6.6229 -1.0123 -1.2308 -0.42 -0.27 0.19
C 5.6432 -2.0384 -1.7921 -0.42 0.16 0.05
C 4.8433 -1.5281 -3.0072 0.82 -0.07 -0.21
C 4.7516 -2.5207 -4.1826 -0.42 0.32 0.36
C 3.3582 -3.1594 -4.3042 0.41 -0.48 -0.53
C 2.4681 -2.5641 -5.4066 -0.11 0.17 0.62
C 1.3616 -1.6779 -4.8287 -0.24 -0.31 -0.89
C 0.7226 -0.7649 -5.8812 0.44 0.19 0.39
C 0.0273 0.4423 -5.2522 -0.21 -0.54 -0.19
C -1.2602 0.0567 -4.4772 0.66 0.65 -0.39
C -1.0473 0.1946 -2.9626 -0.12 -0.61 0.21
B -2.1656 -0.5035 -2.0996 -0.04 -0.24 -0.39
C -3.6842 -0.3114 -2.4329 0.19 0.22 0.08
C -4.6352 0.0653 -1.2673 0.35 -0.68 0.09
C -5.1938 -1.0291 -0.3136 -0.16 0.22 -0.43
C -5.3991 -2.4359 -0.8759 -0.22 0.11 0.94
N -5.7633 -3.3699 0.2342 -0.13 -0.07 -0.25
C -4.7484 -4.2616 0.6671 0.97 0.29 1.06
C -4.6289 -5.6322 0.0337 -0.17 0.30 0.38
O -3.9961 -3.9551 1.5799 -0.68 -0.06 -1.08
P -1.5974 -1.5811 -0.5653 -0.30 0.15 0.98
O -0.3078 -0.6677 -0.0569 -0.22 -0.08 0.04
I -0.6015 -3.4735 -1.7955 -0.04 0.12 -0.30
H 7.5567 0.8913 0.4911 0.06 -0.10 0.05
H 7.4756 1.6680 -1.0802 0.06 0.16 -0.04
H 6.3474 2.1290 0.2158 -0.05 0.16 -0.08
H 5.2421 0.6593 -1.5001 0.00 0.01 -0.17
H 5.2521 -0.0724 0.0757 -0.14 0.06 0.07
H 7.4140 -0.7893 -1.9484 -0.01 0.14 -0.16
H 7.1012 -1.4682 -0.3612 0.25 0.04 0.03
H 6.1605 -2.9646 -2.0339 0.09 -0.08 -0.10
H 4.9361 -2.2764 -0.9947 0.02 -0.18 0.12
H 3.8457 -1.2250 -2.6997 -0.12 0.07 0.01
H 5.3450 -0.6241 -3.3562 -0.02 0.13 -0.07
H 5.0107 -1.9885 -5.0966 -0.13 -0.06 -0.22
H 5.5009 -3.3034 -4.0860 0.13 -0.03 0.17
H 3.5022 -4.2188 -4.5142 -0.09 -0.11 -0.04
H 2.8462 -3.1111 -3.3435 -0.07 0.01 0.12
H 2.0327 -3.3830 -5.9726 -0.11 0.06 -0.23
H 3.0739 -1.9688 -6.0887 0.12 -0.05 -0.15
H 0.5862 -2.3470 -4.4563 0.01 0.14 0.52
H 1.7622 -1.0752 -4.0153 -0.01 0.04 0.17
H 0.0232 -1.3342 -6.4936 -0.08 -0.02 -0.14
H 1.5192 -0.4128 -6.5393 -0.01 0.09 -0.14
H 0.7372 0.8984 -4.5634 0.05 0.27 -0.01
H -0.1974 1.1579 -6.0423 -0.07 0.17 0.01
H -1.5230 -0.9587 -4.7691 -0.21 -0.14 0.16
H -2.0450 0.7270 -4.8212 -0.33 -0.15 0.18
H -0.0831 -0.2570 -2.7190 0.19 0.08 -0.01
H -0.9650 1.2583 -2.7195 -0.08 0.15 0.05
H -3.6960 0.5329 -3.1233 -0.21 -0.08 -0.10
H -4.0476 -1.1607 -3.0175 -0.09 -0.19 0.01
H -5.4759 0.5923 -1.7094 -0.06 0.17 0.00
H -4.0822 0.7698 -0.6463 -0.24 0.30 0.08
H -4.6490 -1.0972 0.6223 0.36 -0.08 -0.03
H -6.1916 -0.6860 -0.0396 -0.04 0.00 0.27
H -4.5266 -2.8160 -1.4060 0.09 0.02 -0.18
H -6.2663 -2.4198 -1.5308 0.16 -0.08 -0.41
H -6.6134 -3.8707 0.0123 0.11 -0.16 -0.27
H -5.3640 -6.2740 0.5226 -0.16 -0.11 -0.17
H -3.6502 -6.0158 0.2872 0.18 -0.12 -0.08
H -4.7886 -5.6244 -1.0397 -0.10 -0.01 -0.08
H -0.2641 0.1691 -0.5313 0.35 0.01 -0.19
C -4.8432 3.2840 -6.0612 -0.02 0.01 -0.03
C -4.6671 3.9829 -7.1791 -0.02 -0.03 0.03
C -3.3825 4.6733 -7.4620 0.00 0.01 -0.02
O -3.2220 5.3109 -8.4787 0.00 0.00 0.00
C -2.3022 4.5514 -6.4496 0.02 -0.02 0.04
C -2.4796 3.8526 -5.3320 0.03 0.01 -0.02
C -3.7636 3.1645 -5.0511 0.02 0.01 -0.01
O -3.9220 2.5230 -4.0332 -0.03 0.12 -0.02
H -5.7703 2.7731 -5.8343 0.01 -0.01 0.03
H -5.4402 4.0833 -7.9300 0.02 0.02 -0.02
H -1.3742 5.0608 -6.6760 -0.01 0.01 -0.03
H -1.7061 3.7504 -4.5809 -0.02 -0.02 0.02
C 0.6722 -6.9818 -8.9301 0.01 0.02 0.05
C 1.3444 -6.3759 -7.9554 -0.04 -0.02 -0.02
C 2.6192 -5.6646 -8.2259 0.00 0.01 0.01
O 3.2311 -5.1133 -7.3372 0.04 -0.03 0.00
C 3.1141 -5.6533 -9.6255 -0.01 -0.01 -0.05
C 2.4421 -6.2592 -10.6003 0.03 0.03 0.02
C 1.1671 -6.9712 -10.3303 -0.01 -0.01 -0.02
O 0.5534 -7.5214 -11.2181 0.00 0.00 0.00
H -0.2583 -7.5067 -8.7558 0.00 -0.01 -0.03
H 1.0017 -6.3706 -6.9283 0.03 0.02 0.01
H 4.0444 -5.1279 -9.7995 0.00 0.01 0.03
H 2.7848 -6.2641 -11.6271 -0.03 -0.02 -0.01
C -6.0483 -5.1441 4.2721 0.05 0.00 -0.01
C -6.8928 -4.9500 3.2636 -0.02 -0.08 0.07
C -8.3376 -5.2517 3.3939 0.00 0.00 -0.01
O -9.1031 -5.0764 2.4688 0.00 -0.02 -0.02
C -8.8124 -5.7796 4.6977 -0.01 -0.01 0.05
C -7.9707 -5.9750 5.7090 -0.04 0.00 -0.03
C -6.5212 -5.6720 5.5769 0.01 0.01 -0.01
O -5.7580 -5.8499 6.5008 -0.01 -0.01 0.02
H -4.9901 -4.9271 4.1897 0.00 0.01 -0.01
H -6.5708 -4.5622 2.3098 -0.03 0.12 0.02
H -9.8712 -5.9930 4.7721 0.00 0.01 -0.03
H -8.2939 -6.3596 6.6679 0.03 0.00 0.01
C 2.4417 0.8634 2.7268 -0.03 -0.02 -0.03
C 2.2433 0.8061 4.0396 -0.01 -0.03 0.02
C 2.9547 1.7239 4.9629 0.07 -0.11 -0.05
O 2.7702 1.6712 6.1631 0.01 -0.01 -0.01
C 3.8947 2.7100 4.3748 -0.12 -0.21 -0.05
C 4.0925 2.7683 3.0611 -0.14 -0.23 0.02
C 3.3812 1.8505 2.1377 -0.02 -0.01 0.01
O 3.5608 1.9023 0.9392 -0.01 0.04 -0.06
H 1.9353 0.2046 2.0317 0.00 0.01 -0.03
H 1.5625 0.0977 4.4946 0.01 0.01 0.03
H 4.3973 3.3663 5.0683 0.04 0.03 0.01
H 4.7667 3.4736 2.6038 0.03 0.03 -0.03
C -0.8756 5.6419 5.4083 -0.02 0.02 0.02
C -1.3218 5.6978 6.6597 -0.01 0.02 -0.04
C -0.5426 5.1140 7.7791 -0.02 -0.02 0.02
O -0.9553 5.1622 8.9210 0.13 0.16 -0.11
C 0.7504 4.4673 7.4554 0.01 0.00 0.01
C 1.1972 4.4115 6.2043 -0.10 0.15 0.04
C 0.4203 4.9942 5.0825 0.00 -0.01 0.00
O 0.8287 4.9430 3.9414 0.00 0.00 -0.01
H -1.4273 6.0583 4.5751 0.02 -0.02 -0.02
H -2.2638 6.1621 6.9218 0.00 -0.02 0.03
H 1.3013 4.0461 8.2868 -0.02 -0.01 0.01
H 2.1349 3.9458 5.9510 0.05 0.02 0.01
C -3.3861 0.2615 11.1553 -0.02 0.00 -0.04
C -3.7486 0.6300 9.9300 -0.01 -0.02 0.02
C -3.3163 1.9317 9.3609 0.00 0.00 -0.02
O -3.6462 2.2687 8.2427 0.01 0.00 0.00
C -2.4655 2.8052 10.2060 -0.03 0.07 0.00
C -2.1032 2.4339 11.4314 -0.01 0.00 -0.04
C -2.5333 1.1344 12.0034 0.01 0.00 0.02
O -2.2037 0.7935 13.1192 -0.01 0.00 0.00
H -3.6886 -0.6818 11.5922 0.02 0.01 0.03
H -4.3676 0.0091 9.2948 0.00 0.02 -0.02
H -2.1608 3.7493 9.7654 -0.09 -0.18 0.13
H -1.4828 3.0550 12.0652 0.00 -0.02 0.02
C 6.0564 8.4320 2.8139 -0.03 -0.02 0.01
C 5.3329 7.4181 3.2802 -0.01 0.05 -0.01
C 5.9540 6.1047 3.5745 -0.03 0.00 0.03
O 5.2906 5.1787 3.9972 0.22 0.34 0.04
C 7.4094 5.9594 3.3314 0.04 0.00 -0.01
C 8.1340 6.9726 2.8652 -0.01 -0.04 0.01
C 7.5150 8.2907 2.5702 0.00 0.01 -0.01
O 8.1741 9.2140 2.1476 0.01 0.01 0.00
H 5.6255 9.3996 2.5910 0.03 0.01 -0.01
H 4.2690 7.4974 3.4648 0.00 -0.04 0.00
H 7.8390 4.9907 3.5536 -0.03 -0.01 0.01
H 9.1971 6.8901 2.6796 0.00 0.03 -0.01

50
Properties=species:S:1:pos:R:3:forces:R:3 method="wB97M-V/def2-TZVPD" homo_lumo_gap_ev=6.96 charge=-2 homo_ev=-3.686 energy_ev=-370004.069 e_above_lowest_kcal_mol=0.0 e_lumo_ev=3.28
V 1.1605 1.4492 -1.5805 -0.62 0.29 0.04
Br 0.4270 5.5641 3.9542 0.00 0.01 0.01
C 1.1211 4.4055 2.6320 0.06 -0.01 0.01
C 2.4711 4.0701 2.6254 -0.05 0.02 0.02
Br 3.6467 4.7756 3.9267 0.00 -0.01 0.00
C 2.9679 3.2008 1.6458 0.01 -0.07 0.01
Br 4.7700 2.6568 1.5735 0.00 0.00 -0.01
C 2.1173 2.6884 0.6837 0.07 0.00 -0.14
O 2.4664 1.8505 -0.2832 0.20 0.02 0.20
C 0.7524 3.0422 0.6675 -0.04 0.11 0.27
O 0.0554 2.4969 -0.2908 0.29 -0.23 -0.35
C 0.2618 3.8872 1.6573 -0.01 -0.06 -0.06
Br -1.5852 4.2604 1.6100 -0.01 0.01 0.00
N -1.4071 -2.4256 -0.1579 0.04 -0.05 -0.06
C -1.6087 -2.5459 1.2944 0.02 0.00 0.00
C -0.3423 -2.3305 2.1267 0.03 0.00 0.01
C 0.0768 -0.8791 2.3751 -0.01 0.08 0.05
N 0.7940 -0.2981 1.2382 -0.04 -0.07 -0.07
C -1.1231 0.0063 2.7289 -0.01 -0.02 0.01
C -2.3603 -0.1669 1.8462 -0.01 -0.01 -0.03
N -2.1219 0.3241 0.4967 0.02 -0.02 0.06
C -2.7456 -1.6439 1.7797 0.03 -0.01 -0.01
H -0.7744 -3.1657 -0.4604 -0.01 -0.02 0.04
H -1.0530 -1.5041 -0.4020 -0.01 0.03 0.02
H -2.6317 -2.7735 -0.7318 -0.35 -0.07 -0.07
H -1.9135 -3.5825 1.4427 -0.01 -0.01 0.01
H 0.4844 -2.8847 1.6728 0.00 -0.01 0.00
H -0.5166 -2.7898 3.1065 0.00 0.01 0.00
H 0.7233 -0.8936 3.2680 0.01 0.01 -0.01
H 1.6650 -0.7824 1.0524 -0.03 -0.06 0.02
H 1.0311 0.6593 1.4682 0.08 -0.02 -0.01
H -0.8107 1.0585 2.7306 0.00 0.00 0.00
H -1.4237 -0.2274 3.7560 -0.01 0.01 0.00
H -3.1799 0.3747 2.3493 0.00 0.00 0.01
H -1.6913 1.2399 0.4654 -0.02 0.00 -0.03
H -2.9664 0.3197 -0.0600 0.00 0.02 0.00
H -3.6094 -1.7865 1.1267 -0.01 0.01 -0.01
H -3.0391 -1.9721 2.7837 0.00 0.00 -0.01
F 2.2844 -0.6130 -3.2905 0.01 -0.03 0.01
C 2.5691 -0.0537 -2.0903 0.01 0.09 0.13
F 3.8628 0.3352 -2.1517 0.00 0.02 -0.03
F 2.5380 -1.0728 -1.1896 -0.01 0.01 -0.01
F -0.1450 0.3793 -1.9556 0.08 -0.07 -0.05
Sb -2.7366 -6.1271 -0.5314 0.16 0.09 0.09
F -1.8049 -7.7843 -0.1669 0.00 -0.05 0.01
F -4.2254 -7.2985 -1.2340 -0.03 -0.06 -0.01
F -0.8784 -5.2505 -0.1325 -0.14 0.00 -0.05
F -3.6023 -3.1153 -1.0218 0.27 0.18 0.05
F -2.1961 -5.9982 -2.3640 0.04 0.00 -0.02
S 1.5351 2.6356 -3.1351 0.02 -0.04 -0.04

87
Properties=species:S:1:pos:R:3:forces:R:3 method="wB97M-V/def2-TZVPD" homo_lumo_gap_ev="7.03 / 3.12" charge=+2 multiplicity=5 homo_ev="-11.939 / -11.922" energy_ev=-217760.755 e_lumo_ev="-4.91 / -8.80"
Co 0.2125 -0.4413 0.2273 -0.45 -0.33 -0.15
C -1.3400 -3.0848 1.5731 -0.03 -0.06 0.00
N -1.4799 -1.7578 0.9569 0.15 0.00 0.04
C -2.0815 -1.8296 -0.3686 -0.06 -0.20 0.01
C -2.2208 -0.8681 1.8788 0.10 0.20 -0.01
C -2.2257 0.5867 1.4246 0.09 0.01 -0.19
N -0.8947 0.9684 0.9681 0.25 -0.11 0.17
C -0.5020 2.2695 0.9331 -0.14 0.06 -0.18
C 0.7983 2.5414 0.4561 -0.18 -0.19 -0.08
F 1.5267 1.4517 0.0350 0.06 0.22 0.07
C 1.3500 3.7969 0.3654 0.02 0.08 0.07
F 2.5956 3.9209 -0.0972 0.01 -0.04 -0.02
C 0.6131 4.9113 0.7151 0.05 0.06 -0.10
C -0.6917 4.6973 1.1218 -0.07 -0.18 0.08
F -1.4682 5.7405 1.3981 0.00 -0.01 0.01
C -1.2454 3.4323 1.2249 0.03 -0.03 0.09
F -2.5467 3.3478 1.5652 0.09 -0.03 -0.04
H -2.3117 -3.5243 1.8177 0.01 -0.02 -0.02
H -0.7806 -2.9919 2.5044 -0.02 0.02 0.01
H -0.8218 -3.7657 0.8957 -0.03 0.03 -0.03
H -3.1642 -1.6799 -0.3459 0.00 0.01 -0.03
H -1.8562 -2.7982 -0.8121 -0.01 0.02 -0.01
H -1.9867 -0.0519 -1.2206 -0.07 -0.02 0.04
H -1.7253 -0.9290 2.8481 0.02 -0.02 -0.01
H -3.2518 -1.2186 2.0009 0.02 -0.04 0.02
H -2.5578 1.1853 2.2695 -0.09 0.02 -0.01
H -2.9639 0.7303 0.6194 -0.10 0.01 0.11
H 1.0248 5.9091 0.6704 0.04 -0.01 -0.01
C -0.1143 -3.4015 -5.2020 0.01 0.10 -0.07
N -0.1072 -2.1736 -4.4247 -0.12 -0.03 0.46
C -1.3596 -1.4433 -4.4804 0.16 -0.02 -0.13
P 0.9298 -1.8613 -3.1048 0.43 -0.18 -0.41
O -1.4499 -0.8533 -1.1949 -0.13 0.20 0.14
N 2.0570 -0.7974 -3.8084 -0.37 0.41 0.10
C 2.1589 -0.4807 -5.2236 0.21 -0.11 0.07
C 2.7555 0.1181 -2.9290 0.02 -0.27 -0.13
N 1.8165 -3.3062 -2.9866 -0.01 0.30 0.39
C 1.3622 -4.3027 -2.0387 0.02 -0.03 -0.23
C 3.1498 -3.5400 -3.5062 -0.09 -0.17 -0.13
H -0.8662 -4.1142 -4.8421 0.01 0.01 0.02
H 0.8613 -3.8763 -5.1687 0.01 -0.04 -0.01
H -0.3513 -3.1687 -6.2442 0.03 -0.04 0.00
H -2.2092 -2.0548 -4.1490 -0.01 0.04 0.03
H -1.5623 -1.1201 -5.5063 -0.03 0.02 0.04
H -1.2957 -0.5538 -3.8505 -0.05 -0.01 0.01
H 1.6642 -1.2436 -5.8148 -0.01 -0.01 -0.06
H 3.2085 -0.4273 -5.5256 -0.02 -0.05 -0.05
H 1.6998 0.4894 -5.4589 -0.01 -0.03 0.02
H 2.2100 0.2148 -1.9835 0.03 0.03 -0.06
H 2.8387 1.1066 -3.3895 -0.01 0.03 0.01
H 3.7714 -0.2261 -2.7043 0.03 0.09 0.06
H 0.4667 -3.9426 -1.5227 0.00 -0.01 0.03
H 2.1384 -4.5271 -1.2969 -0.02 0.03 0.03
H 1.1047 -5.2407 -2.5422 -0.03 -0.01 0.07
H 3.4111 -2.7820 -4.2391 0.03 0.01 0.01
H 3.1971 -4.5197 -3.9931 0.03 0.04 -0.04
H 3.9007 -3.5366 -2.7066 -0.02 0.04 0.01
N 1.9754 -2.7458 1.1369 0.09 -0.10 0.10
C 3.2481 -3.1629 1.1989 0.03 0.06 -0.05
C 4.0286 -2.1626 0.6627 0.02 0.05 -0.03
C 3.1301 -1.1599 0.3023 0.11 -0.11 0.12
N 1.8771 -1.5204 0.5911 0.03 0.16 -0.01
H 1.1591 -3.2251 1.4731 -0.05 0.01 -0.04
H 3.5131 -4.1209 1.6144 -0.05 -0.01 0.01
H 5.0987 -2.1474 0.5561 -0.01 -0.04 0.02
H 3.3471 -0.1958 -0.1242 -0.06 -0.02 -0.02
C -2.0311 4.6916 -5.1285 -0.11 0.05 0.30
Ge -3.1504 4.8128 -3.5174 -0.19 -0.02 -0.34
C -4.6538 3.5536 -3.5617 0.23 0.18 0.07
C -3.6780 6.6330 -3.0462 0.13 -0.24 0.02
C -2.0045 4.1371 -1.9324 0.25 -0.39 0.13
Se -1.0765 2.5317 -2.3590 0.00 0.71 0.19
C 0.5812 3.2975 -3.0048 0.01 -0.05 -0.16
H -2.6402 4.9528 -5.9936 -0.01 0.00 0.00
H -1.6461 3.6822 -5.2825 -0.04 -0.01 -0.01
H -1.1949 5.3900 -5.0890 -0.01 0.01 0.00
H -5.2907 3.7801 -4.4166 0.01 0.00 -0.01
H -5.2558 3.6510 -2.6584 0.01 -0.01 0.00
H -4.3168 2.5205 -3.6551 0.02 0.01 -0.03
H -4.3117 7.0200 -3.8447 0.00 -0.01 -0.01
H -2.8149 7.2885 -2.9429 0.01 -0.01 -0.01
H -4.2481 6.6447 -2.1184 0.00 -0.01 0.00
H -2.6868 3.9196 -1.1085 -0.08 -0.03 -0.12
H -1.2663 4.8744 -1.6136 -0.01 0.08 -0.14
H 0.9703 2.6646 -3.7991 -0.04 -0.06 0.04
H 1.2875 3.3418 -2.1763 -0.07 -0.02 -0.06
H 0.3677 4.2931 -3.3853 -0.03 0.00 0.03